Record 1
C13H27CaNO8 | ωB97M-V/def2-TZVPD

Calculated total energy = -1846.02161 Eh
HOMO-LUMO gap = 5.32 eV
HOMO = -0.85 eV
ΔE to the lowest compared entry with this formula, charge and spin = 0.00 kJ/mol

Geometry as ORCA input:
```
! RIJCOSX wB97M-V def2-TZVPD def2/J DEFGRID3
* xyz -2 1
Ca 0.1010 -0.2250 0.3270
C 3.2686 -0.2424 -2.8058
C 2.2520 -0.2985 -1.6834
O 1.0895 -0.7136 -1.9528
O 2.5554 0.1864 -0.5644
H 3.2870 0.7460 -3.2732
H 3.0436 -0.9918 -3.5631
H 4.2824 -0.3866 -2.4232
C 2.4845 0.6093 4.2404
C 1.2381 -0.1039 3.6862
O 0.8735 0.2701 2.5249
O 0.8288 -1.0494 4.3678
H 3.3518 -0.0518 4.1859
H 2.3833 0.9497 5.2751
H 2.7499 1.4949 3.6447
C -3.7545 1.4283 1.1387
C -3.1495 0.1930 1.8585
O -1.9540 -0.0622 1.5672
O -3.9128 -0.4108 2.6333
H -4.1022 2.1968 1.8289
H -4.5928 1.0699 0.5323
H -3.0034 1.8392 0.4596
C -0.9608 -4.5397 -0.2854
C 0.1131 -3.6295 0.3284
C 1.3318 -3.5592 -0.6233
O -0.3535 -2.4577 0.8295
H -1.8545 -4.5613 0.3409
H -0.5565 -5.5639 -0.2746
H -1.2424 -4.2230 -1.2954
H 0.5595 -4.1750 1.2076
H 1.8386 -4.5407 -0.6637
H 2.1023 -2.9029 -0.2092
H 1.0817 -3.2776 -1.6516
C 0.0934 4.2097 -0.9504
C -0.4874 2.8765 -0.4688
C -0.9246 2.0425 -1.6539
O -1.3630 0.7968 -1.1869
C -2.0446 -0.0037 -2.1179
N 0.4890 2.0757 0.2946
H 0.5162 4.7937 -0.1297
H -0.6847 4.8764 -1.3426
H 0.8614 4.0072 -1.7005
H -1.3506 3.0822 0.1668
H -0.1077 1.8930 -2.3836
H -1.7125 2.5481 -2.2362
H -2.2591 -0.9584 -1.6316
H -1.4015 -0.2347 -2.9759
H -3.0139 0.4094 -2.4234
H 1.3755 2.1466 -0.2054
H 0.6344 2.4217 1.2374
*
```


Record 2
C13H27FN2O11P | ωB97M-V/def2-TZVPD

Calculated total energy = -1889.89390 Eh
HOMO-LUMO gap = 7.08 eV
HOMO = -4.53 eV

Geometry as ORCA input:
```
! RIJCOSX wB97M-V def2-TZVPD def2/J DEFGRID3
* xyz -1 1
C 3.4945 0.8566 1.0811
C 2.2776 1.5191 1.8930
O 1.0696 0.7334 1.9137
P 0.1844 0.8473 0.4296
C -1.4123 0.3069 1.3720
N -1.4146 -1.1749 1.7133
C -0.5211 2.6418 0.7198
O -0.4617 3.1959 1.8625
N -1.1157 3.4439 -0.3967
C -2.5711 3.3777 -0.4261
O -3.3493 3.6092 0.5055
F -3.1420 2.9412 -1.6772
O 0.7458 -0.7910 0.1322
C 0.3918 -1.2569 -1.2133
C 0.0788 0.1154 -2.0450
O -0.6937 0.8800 -1.1012
H 3.3878 1.1925 -0.0175
H 3.5070 -0.2779 1.1738
H 4.4998 1.3103 1.4294
H 2.6114 1.6222 2.9961
H 2.1383 2.5848 1.4923
H 1.2221 1.4813 -0.3492
H -2.3701 0.5642 0.7981
H -1.4718 0.8553 2.3811
H -1.8763 -1.2170 2.6452
H -2.0736 -1.5951 1.0397
H -0.7795 4.4158 -0.4002
H 1.2066 -1.9428 -1.6497
H -0.6380 -1.7685 -1.1180
H -0.4003 -0.0001 -3.0802
H 1.1465 0.4939 -2.2794
C 2.3946 -1.2892 4.6801
O 3.7756 -1.5403 4.4112
C 4.1519 -2.8121 4.6022
O 3.4415 -3.7166 4.9684
O 5.4633 -2.9061 4.3146
C 6.0030 -4.2147 4.4752
H 2.2035 -0.2325 4.4923
H 1.7592 -1.8769 4.0146
H 2.1611 -1.5019 5.7262
H 5.5108 -4.9201 3.8019
H 5.9130 -4.5444 5.5128
H 7.0619 -4.1723 4.2170
C -4.7652 -1.7959 -6.1433
O -5.1554 -0.4277 -6.2327
C -4.4630 0.3954 -5.4241
O -3.5821 0.0692 -4.6703
O -4.9261 1.6427 -5.6057
C -4.2778 2.6320 -4.8042
H -5.3869 -2.3654 -6.8353
H -3.7201 -1.9187 -6.4359
H -4.9310 -2.1789 -5.1340
H -3.2136 2.6851 -5.0436
H -4.4245 2.4259 -3.7423
H -4.7314 3.5970 -5.0335
*
```


Record 3
C13H27GaN3O3 | ωB97M-V/def2-TZVPD

Calculated total energy = -2825.32898 Eh
HOMO-LUMO gap = 10.29 eV
HOMO = -19.80 eV
ΔE to the lowest compared entry with this formula, charge and spin = 0.00 kJ/mol

Geometry as ORCA input:
```
! RIJCOSX wB97M-V def2-TZVPD def2/J DEFGRID3
* xyz 3 1
Ga 0.0098 -0.6991 -0.2250
C 2.1202 -2.2354 -1.8499
O 1.5877 -1.8314 -0.5396
C 1.9784 -2.7022 0.5568
C 1.4821 -2.0201 1.8064
O 0.1337 -1.4898 1.5682
C -1.0257 -2.3644 1.7779
C -1.3587 -3.0840 0.4944
O -1.3347 -2.0641 -0.5476
C -1.7848 -2.5390 -1.8711
H 3.2044 -2.1708 -1.8134
H 1.7260 -1.5452 -2.5915
H 1.8028 -3.2540 -2.0664
H 3.0648 -2.7897 0.5893
H 1.5554 -3.6918 0.3897
H 2.0846 -1.1428 2.0343
H 1.4796 -2.6781 2.6727
H -1.8347 -1.6924 2.0553
H -0.8376 -3.0454 2.6057
H -2.3578 -3.5160 0.5561
H -0.6545 -3.8706 0.2290
H -2.8384 -2.7926 -1.7967
H -1.1974 -3.4081 -2.1600
H -1.6426 -1.7249 -2.5773
C -1.5156 2.8749 1.9620
C -2.1834 1.5898 1.5095
N -1.4520 0.9929 0.3256
C -0.4228 1.7567 -0.2932
N 0.3848 0.9440 -1.0001
C 1.4736 1.5491 -1.8060
C 1.9879 2.7788 -1.0701
C 0.8518 3.7425 -0.7735
N -0.2799 3.0288 -0.1262
C -1.2201 3.7597 0.7608
H -0.5848 2.6687 2.4957
H -2.1798 3.3909 2.6537
H -3.2037 1.7914 1.1890
H -2.2155 0.8513 2.3070
H -2.1497 0.7946 -0.3909
H 1.0760 1.8056 -2.7880
H 2.2633 0.8149 -1.9451
H 2.7401 3.2861 -1.6714
H 2.4620 2.4697 -0.1358
H 0.4745 4.2277 -1.6744
H 1.1772 4.5244 -0.0910
H -2.1182 4.0286 0.2029
H -0.7281 4.6806 1.0620
*
```


Record 4
C13H27LiN3O2Ta | ωB97M-V/def2-TZVPD

Calculated total energy = -890.27096 Eh
HOMO-LUMO gap (spin up / spin down) = 6.37 / 6.37 eV
HOMO (spin up / spin down) = -15.38 / -15.38 eV
ΔE to the lowest compared entry with this formula, charge and spin = 42.92 kJ/mol

Geometry as ORCA input:
```
! RIJCOSX wB97M-V def2-TZVPD def2/J DEFGRID3
* xyz 2 1
N -2.0013 -0.3646 -0.0844
C -3.0552 -0.9392 0.0672
O -4.1333 -1.4467 0.3217
Li -1.2374 2.2959 1.6583
Ta 0.0503 -0.0959 -0.0168
N 0.1670 1.7023 -0.7980
N 0.9405 -1.5372 -1.1307
C -0.3693 2.4358 -1.9490
C 0.2841 -2.5077 -2.0034
C -0.0740 3.9024 -1.7778
C 0.2167 2.0199 -3.2949
C -1.8648 2.2343 -1.9791
C -0.3843 -3.5616 -1.1136
C 1.2431 -3.2154 -2.9664
C -0.7635 -1.8185 -2.8592
H -0.3826 4.2524 -0.7987
H -0.6271 4.4596 -2.5273
H 0.9714 4.1464 -1.9101
H 1.2855 2.2147 -3.3864
H -0.2775 2.6289 -4.0646
H 0.0442 0.9747 -3.5580
H -2.1502 1.1804 -2.0794
H -2.2648 2.8219 -2.8206
H -2.3143 2.5964 -1.0417
H 0.3991 -4.0376 -0.5002
H -0.8659 -4.3002 -1.7819
H -1.1364 -3.1037 -0.4453
H 1.9243 -3.8707 -2.4119
H 1.8102 -2.4840 -3.5602
H 0.5971 -3.8285 -3.6208
H -1.2250 -2.5998 -3.4808
H -0.3121 -1.0479 -3.5028
H -1.5664 -1.3454 -2.2804
C 1.6142 1.9478 -0.5615
H 2.0889 1.2442 0.1155
H 2.1584 2.0230 -1.5043
H 1.6943 2.9041 -0.0524
C 2.2599 -1.9781 -0.7149
H 2.6262 -1.3862 0.1195
H 2.2683 -3.0218 -0.3737
H 2.9517 -1.8439 -1.5507
C -0.3779 0.8223 3.4079
C 0.0708 0.3850 2.0365
O 0.8963 -0.6454 1.7931
H -0.9129 1.8203 3.3730
H 0.3913 1.0421 4.1709
H -1.0151 0.0901 3.9612
*
```


Record 5
C13H27N6SSbSe4Ti | ωB97M-V/def2-TZVPD

Calculated total energy = -11933.79055 Eh
Expectation value of S² = 2.02
HOMO-LUMO gap (spin up / spin down) = 6.61 / 6.39 eV
HOMO (spin up / spin down) = -6.61 / -7.21 eV
ΔE to the lowest compared entry with this formula, charge and spin = 2.75 kJ/mol

Geometry as ORCA input:
```
! RIJCOSX wB97M-V def2-TZVPD def2/J DEFGRID3
* xyz 0 3
Ti 0.4123 -1.4648 0.2081
C 0.0577 0.4638 4.1201
C 0.3207 0.1946 2.6895
N 0.2471 -1.0500 2.2321
N -0.1090 -2.0333 3.1474
C 0.8068 -2.7780 3.7394
N 0.4048 -3.8576 4.4074
S 2.4459 -2.3443 3.6939
C 0.6794 1.1641 1.7756
C 0.7325 2.5831 1.9464
C 1.2521 3.3058 0.9245
C 1.7511 2.6258 -0.2783
C 1.4534 1.3460 -0.4466
N 0.9472 0.5988 0.5696
H 0.8658 0.1626 4.7544
H -0.8249 -0.0754 4.4386
H -0.1534 1.5308 4.2288
H -1.0464 -2.4252 3.0311
H -0.5798 -4.0356 4.4007
H 1.0736 -4.3210 4.9647
H 0.2528 3.1013 2.7289
H 1.4194 4.4470 0.9932
H 2.2050 3.3186 -0.9816
H 1.6686 0.7768 -1.3277
N 2.6150 -2.0949 0.0237
C 2.7824 -2.8482 -1.2098
C 2.0955 -2.1094 -2.3687
N 0.6653 -1.9820 -2.0470
H 3.1547 -1.2159 0.0200
H 2.7861 -2.5252 0.9205
H 2.4441 -3.8677 -1.0692
H 3.9176 -2.9437 -1.4437
H 2.3197 -2.6498 -3.3049
H 2.5499 -1.0804 -2.3944
H 0.1053 -2.7963 -2.1762
H 0.2279 -1.2411 -2.6573
Se -2.0154 -0.7392 -0.6351
Se -3.1177 -2.7781 -0.8931
Se -2.3148 -3.8817 0.9739
Se 0.0189 -4.0448 0.5095
C -4.2696 2.0218 -2.9296
Sb -2.7222 2.8946 -1.6551
C -1.1994 1.9396 -2.8363
C -2.5023 4.6850 -2.8657
H -4.0364 2.1904 -3.9578
H -5.2437 2.5346 -2.6581
H -4.3579 0.9638 -2.7012
H -0.4956 2.6980 -3.1948
H -1.7174 1.6372 -3.7740
H -0.6060 1.0336 -2.4501
H -1.4838 4.9989 -2.7088
H -2.6709 4.4638 -3.9525
H -3.2118 5.5030 -2.5245
*
```